9
Properties=species:S:1:pos:R:3:forces:R:3:lowdin_charge:R:1 method="wB97M-V/def2-TZVPD" max_force_ha_per_bohr=0.094 total_energy_ev=-6597.6119 lumo_energy_ev=-6.46 charge=+1 orbital_gap_ha=0.3240 de_lowest_kcal_mol=88.88
C 0.296 0.177 -1.142 -1.239 -0.623 0.673 -0.0184
C -0.259 -0.298 1.017 0.060 -0.202 -0.942 0.0576
N 1.183 0.881 0.712 1.086 -0.561 4.660 0.2022
N 1.092 0.961 -0.429 0.564 0.805 -4.200 0.0272
N -0.484 -0.543 -0.306 0.138 1.460 -0.397 0.1024
H 0.210 0.312 -2.177 -0.214 -0.416 -1.284 0.1411
H -0.580 -1.113 1.635 0.075 0.095 0.883 0.1267
H -0.224 0.787 1.357 -1.307 -0.881 0.189 0.1473
H -1.234 -1.166 -0.668 0.838 0.324 0.418 0.2139

***

13
Properties=species:S:1:pos:R:3:forces:R:3:lowdin_charge:R:1 method="wB97M-V/def2-TZVPD" max_force_ha_per_bohr=0.040 total_energy_ev=-7795.1031 lumo_energy_ev="-0.70 / -0.70" orbital_gap_ha="0.2853 / 0.2852" de_lowest_kcal_mol=104.72
C -0.367 1.245 -0.986 0.034 -0.023 0.115 -0.0571
C -0.554 -0.149 -0.381 0.240 -0.102 0.163 -0.4686
N 0.342 -1.102 -0.967 0.882 0.064 0.526 0.1913
C -0.241 -0.294 1.092 -0.158 0.365 0.593 -0.0796
C 1.067 -0.530 1.315 -0.634 0.025 -0.066 -0.2719
O 1.806 -0.977 0.340 -1.607 0.013 -1.253 -0.0246
H 0.687 1.529 -0.915 -0.132 -0.035 0.048 0.0823
H -0.967 1.990 -0.454 0.083 -0.149 -0.041 0.0777
H -0.649 1.263 -2.047 0.032 -0.123 0.245 0.0757
H -1.608 -0.474 -0.470 0.390 -0.275 -0.341 0.1573
H -0.030 -2.013 -0.656 0.685 0.114 0.112 0.0987
H -0.997 -0.255 1.855 -0.042 0.595 0.233 0.0875
H 1.512 -0.235 2.274 0.227 -0.469 -0.334 0.1313

***

31
Properties=species:S:1:pos:R:3:forces:R:3:lowdin_charge:R:1 method="wB97M-V/def2-TZVPD" smiles=CCN(CC)[SiH2]C[NH+](C)C max_force_ha_per_bohr=0.087 total_energy_ev=-18449.4297 lumo_energy_ev=-2.45 charge=+1 orbital_gap_ha=0.3798 de_lowest_kcal_mol=28.47
C 3.005 0.066 1.720 -1.501 3.230 1.481 -0.0501
C -1.081 0.680 2.092 -1.475 0.565 -1.477 -0.0807
C -0.606 1.252 -2.382 -2.134 -2.767 -0.596 0.0709
C -2.479 0.228 -1.396 -3.768 -1.909 1.133 -0.0680
C 1.758 0.653 0.916 0.942 -0.590 1.645 -0.2596
C -0.270 -0.503 1.634 -1.845 -2.401 -0.151 -0.3154
C -0.496 -1.187 -1.580 1.653 0.325 -1.355 -0.1925
N 0.691 -0.260 0.580 0.814 -0.719 0.326 -0.3432
N -1.082 0.174 -1.381 3.843 1.364 -1.813 -0.2531
Si 1.090 -1.638 -0.478 -0.797 2.056 -0.712 0.7700
H 3.390 -0.806 1.309 1.090 -1.308 -1.250 0.0269
H 3.738 0.896 1.927 -0.306 -0.932 -1.036 0.0988
H 2.812 -0.189 2.760 -0.834 -0.214 0.101 0.0661
H -1.833 1.063 1.290 1.641 -0.151 1.191 0.0996
H -1.737 0.376 2.894 -0.073 -0.219 0.377 0.0780
H -0.407 1.426 2.507 -0.352 0.436 -0.239 0.0718
H -0.616 0.754 -3.332 -0.354 0.174 -0.784 0.1055
H -1.272 2.085 -2.325 -0.016 0.508 0.049 0.1038
H 0.370 1.419 -2.176 3.019 1.097 0.788 0.0659
H -2.851 -0.173 -2.351 0.350 -0.121 0.172 0.1242
H -2.955 -0.430 -0.589 0.740 1.070 -0.954 0.1401
H -2.899 1.219 -1.385 0.178 0.452 0.586 0.0995
H 1.266 1.499 1.419 0.782 -0.013 -0.168 0.1101
H 2.092 0.922 -0.044 1.011 1.145 -1.020 0.0764
H 0.096 -0.944 2.571 0.703 -0.149 -0.387 0.1239
H -0.956 -1.337 1.206 0.650 1.267 0.850 0.1243
H -1.140 -1.815 -1.099 -2.252 -1.843 1.101 0.0333
H -0.521 -1.450 -2.627 0.112 -0.055 -0.331 0.0968
H -0.413 0.453 -0.634 -1.232 0.061 2.048 0.1030
H 2.379 -1.524 -1.234 -0.428 0.117 0.417 -0.0089
H 0.928 -2.910 0.193 -0.160 -0.475 0.011 -0.0174

***

61
Properties=species:S:1:pos:R:3:forces:R:3:lowdin_charge:R:1 method="wB97M-V/def2-TZVPD" max_force_ha_per_bohr=0.009 total_energy_ev=-141479.4526 lumo_energy_ev="-1.68 / -1.68" orbital_gap_ha="0.2351 / 0.2351" de_lowest_kcal_mol=0.00
Os -0.324 1.329 -0.739 0.456 0.024 0.117 0.9434
C -0.615 0.521 3.414 0.027 0.000 0.000 -0.0148
C -0.947 1.181 2.106 -0.031 0.010 -0.010 -0.1969
N -0.001 1.074 1.147 0.043 0.096 -0.069 -0.2224
N 1.259 0.708 1.628 -0.037 -0.116 0.068 -0.0844
C 2.119 0.389 0.717 0.034 0.055 0.099 -1.1029
S 1.815 0.363 -0.967 -0.299 0.195 0.044 0.5960
S 3.769 0.010 1.226 -0.072 -0.099 -0.128 0.9122
C 3.477 -1.014 2.710 -0.016 0.049 0.063 -0.4026
C 3.971 -2.419 2.509 0.015 0.001 -0.026 -0.3048
C 5.070 -2.888 3.216 -0.014 -0.033 0.039 -0.0483
C 5.546 -4.178 3.013 0.007 0.015 0.019 -0.0844
C 4.929 -5.007 2.092 -0.019 -0.007 -0.013 -0.0914
C 3.834 -4.541 1.372 0.000 0.000 0.002 -0.0797
C 3.358 -3.258 1.580 0.023 0.028 -0.025 -0.0487
C -2.175 1.878 1.953 -0.036 -0.005 0.017 -0.0889
C -2.995 2.071 3.116 0.039 -0.017 0.017 -0.0377
C -4.120 2.829 3.108 -0.040 0.042 -0.047 -0.0807
C -4.528 3.464 1.908 0.025 -0.033 0.062 -0.0567
C -3.801 3.311 0.774 0.021 -0.013 -0.056 0.0039
C -2.624 2.505 0.742 -0.032 0.005 0.010 -0.3178
O -2.054 2.388 -0.398 0.020 -0.021 -0.003 -0.2436
H 0.018 -0.342 3.233 0.011 -0.006 -0.004 0.0728
H -1.507 0.205 3.941 0.010 0.009 -0.014 0.0746
H -0.043 1.205 4.044 0.005 -0.010 0.005 0.1124
H 2.406 -0.970 2.893 0.004 -0.037 0.017 0.0627
H 3.976 -0.550 3.559 0.019 0.039 -0.035 0.0765
H 5.560 -2.239 3.933 -0.003 0.002 -0.004 0.1105
H 6.403 -4.530 3.572 0.000 0.003 -0.001 0.1021
H 5.302 -6.009 1.927 -0.004 0.001 -0.004 0.1006
H 3.361 -5.178 0.637 -0.020 -0.019 -0.006 0.0934
H 2.526 -2.884 0.993 -0.009 -0.011 -0.003 0.1021
H -2.694 1.631 4.052 -0.017 0.022 -0.007 0.0974
H -4.694 2.960 4.014 0.004 -0.005 0.003 0.1040
H -5.423 4.073 1.900 0.001 0.004 -0.010 0.1111
H -4.085 3.774 -0.162 -0.024 0.008 0.016 0.1192
Br -5.302 5.251 -4.351 0.003 -0.005 0.002 0.7460
C -3.766 4.159 -4.216 -0.003 0.000 -0.005 -0.6641
C -3.617 3.074 -5.071 -0.001 0.015 0.014 -0.1806
N -2.561 2.272 -5.030 0.003 -0.028 -0.021 0.0840
C -1.627 2.516 -4.115 -0.003 0.008 0.020 -0.1092
C -1.703 3.570 -3.215 0.039 0.015 0.004 -0.1301
C -2.794 4.426 -3.276 -0.005 -0.001 -0.016 -0.0448
C -0.659 3.822 -2.175 0.000 0.076 0.090 -0.5468
O -0.503 4.893 -1.661 -0.014 -0.028 0.051 0.1346
O 0.139 2.762 -1.909 -0.030 -0.033 -0.230 -0.2816
H -4.378 2.853 -5.810 0.006 0.001 -0.004 0.1036
H -0.772 1.852 -4.098 -0.008 -0.010 -0.010 0.1046
H -2.861 5.265 -2.597 -0.001 0.001 0.002 0.1243
Te -1.649 -0.527 -1.664 -0.101 -0.203 -0.009 1.0850
C -0.340 -2.143 -2.033 -0.061 0.001 -0.060 -0.6439
C -0.010 -3.004 -0.991 -0.015 0.021 0.001 -0.1685
C 0.749 -4.135 -1.246 0.042 -0.007 0.010 -0.0908
C 1.184 -4.407 -2.536 0.012 -0.002 0.007 -0.0786
C 0.858 -3.547 -3.573 -0.020 0.038 0.013 -0.0789
C 0.087 -2.418 -3.326 0.066 -0.012 0.002 -0.1497
H -0.344 -2.791 0.018 -0.008 -0.013 -0.005 0.0934
H 0.996 -4.808 -0.434 0.013 -0.002 0.004 0.0986
H 1.776 -5.292 -2.733 0.002 0.005 0.004 0.1044
H 1.198 -3.754 -4.579 -0.002 -0.003 0.000 0.1058
H -0.169 -1.752 -4.141 -0.010 -0.006 0.001 0.0954

***

59
Properties=species:S:1:pos:R:3:forces:R:3:lowdin_charge:R:1 method="wB97M-V/def2-TZVPD" smiles="[H]/N=C(/N)NCCCC[C@@](C#N)([C@@H](C)CCC)[C@@H](C#N)CCCBr.CC#N" max_force_ha_per_bohr=0.010 total_energy_ev=-99221.2698 lumo_energy_ev=0.35 orbital_gap_ha=0.3444
C 0.489 2.282 3.867 0.189 0.153 -0.010 -0.0888
C 0.799 2.738 2.433 0.016 0.122 0.011 -0.2409
C 1.357 1.640 1.518 0.142 0.045 0.140 -0.1613
C 0.557 0.327 1.410 -0.015 -0.199 -0.035 -0.3029
C 1.486 -0.881 1.591 -0.030 0.094 0.036 -0.0288
C -0.257 0.226 0.086 -0.105 0.050 -0.107 -0.3381
C -1.121 -0.970 0.170 0.259 0.404 -0.081 -0.1978
N -1.765 -1.917 0.194 -0.198 -0.356 0.043 0.2248
C 0.661 0.093 -1.168 0.086 0.024 -0.078 -0.1017
C 1.002 -1.340 -1.614 0.010 -0.049 -0.062 -0.1798
C 2.470 -1.606 -1.997 0.039 0.106 0.024 -0.1726
C 3.094 -2.736 -1.184 0.297 -0.263 -0.095 -0.2127
N 2.278 -3.955 -1.216 -0.390 0.244 0.174 0.0308
C 1.798 -4.438 0.008 0.005 0.000 -0.206 -0.6055
N 2.503 -4.644 1.046 0.122 0.093 0.200 0.1093
N 0.447 -4.739 0.010 -0.043 -0.053 0.058 0.1244
C -1.174 1.483 -0.086 -0.129 -0.070 -0.074 -0.2177
C -2.007 1.327 -1.292 0.318 0.126 0.333 -0.1879
N -2.653 1.207 -2.231 -0.205 -0.037 -0.279 0.2032
C -2.074 1.851 1.111 -0.179 -0.003 0.028 -0.1624
C -3.422 1.121 1.188 0.067 -0.004 0.181 -0.2798
C -3.901 1.044 2.630 0.016 0.144 0.022 -0.5804
Br -3.065 -0.438 3.580 0.063 -0.013 0.024 0.6363
H 1.337 2.486 4.525 -0.024 -0.077 -0.038 0.0745
H -0.363 2.825 4.278 -0.013 -0.087 0.013 0.0736
H 0.286 1.212 3.938 -0.131 0.064 0.001 0.0612
H -0.078 3.216 1.983 0.099 -0.131 0.051 0.0840
H 1.557 3.524 2.477 -0.081 0.022 -0.044 0.1081
H 2.356 1.388 1.887 -0.057 -0.010 -0.015 0.1196
H 1.518 2.071 0.524 0.057 -0.035 0.060 0.1086
H -0.179 0.275 2.217 0.056 -0.001 -0.054 0.0955
H 2.409 -0.749 1.021 -0.081 -0.050 -0.025 0.0801
H 1.763 -0.969 2.644 0.050 0.038 -0.061 0.0965
H 1.024 -1.828 1.303 0.009 0.039 0.075 0.0717
H 1.579 0.651 -0.968 -0.055 -0.053 0.061 0.1125
H 0.180 0.599 -2.008 0.017 0.056 0.069 0.1096
H 0.726 -2.044 -0.828 0.018 0.091 -0.045 0.0613
H 0.364 -1.585 -2.467 -0.067 -0.052 0.124 0.1219
H 2.553 -1.852 -3.059 -0.036 0.037 0.045 0.1116
H 3.083 -0.712 -1.845 -0.039 -0.017 -0.051 0.1104
H 4.095 -2.948 -1.574 -0.035 0.049 0.029 0.1123
H 3.218 -2.436 -0.140 -0.043 -0.028 -0.068 0.0933
H 1.531 -3.906 -1.895 0.141 -0.062 -0.114 0.1123
H 3.488 -4.500 0.840 0.004 -0.045 0.024 0.0376
H 0.129 -5.008 0.930 -0.013 -0.058 -0.057 0.0930
H -0.169 -4.069 -0.429 0.007 -0.017 0.015 0.0578
H -0.511 2.328 -0.300 0.051 -0.091 0.083 0.1512
H -2.256 2.928 1.057 -0.015 -0.044 0.072 0.1302
H -1.537 1.676 2.045 0.012 -0.001 -0.182 0.0740
H -4.182 1.656 0.614 0.096 -0.062 -0.105 0.1195
H -3.336 0.112 0.784 -0.170 0.066 -0.037 0.0811
H -4.975 0.909 2.710 0.054 -0.127 0.003 0.0591
H -3.610 1.925 3.201 -0.132 0.035 -0.075 0.0577
C -1.886 2.178 -5.431 -0.088 -0.127 0.037 -0.0834
C -0.980 3.213 -5.909 0.039 0.041 -0.001 -0.2895
N -0.260 4.029 -6.273 -0.010 -0.017 0.004 0.1186
H -1.959 1.371 -6.157 0.024 0.034 -0.034 0.0824
H -1.533 1.767 -4.488 0.004 0.024 0.004 0.0404
H -2.880 2.588 -5.262 0.016 0.037 -0.012 0.0819